[1]
The following is a DFT calculation (the ωB97M-V functional and the def2-TZVPD basis) of C51H32AsCl2F4N11O2PbS as an isolated structure.

- energy relative to the best compared isomer or geometry (same formula, charge and spin) (kcal/mol) = 9.0
- HOMO-LUMO gap (eV) = 4.7712
- E_HOMO (eV) = -11.98
- charge = +2

Geometry (Å):
Pb -1.304533 1.234291 0.032283
Cl -7.204340 -2.681100 2.280321
C -6.169947 -1.650307 1.413326
C -4.949842 -1.372088 1.886020
C -4.047418 -0.524008 1.134475
N -2.849657 -0.258446 1.483886
C -2.268501 -0.651863 2.718237
O -2.206428 -1.786405 3.102047
C -1.695859 0.517266 3.485926
C -1.604834 0.417546 4.861460
C -1.135773 1.515403 5.571437
C -0.771587 2.653336 4.876905
C -0.881702 2.656303 3.492345
N -1.336299 1.615345 2.801117
C -4.571378 0.152069 -0.120741
C -5.881282 -0.221202 -0.578509
C -6.633630 -1.085832 0.123822
Cl -8.154399 -1.542227 -0.466687
N -3.802010 1.021408 -0.681726
C -4.306341 1.991150 -1.582668
O -5.454444 2.349432 -1.597285
C -3.278394 2.660410 -2.463412
C -3.726601 3.582421 -3.395357
C -2.795325 4.208487 -4.208687
C -1.456919 3.879188 -4.069249
C -1.097802 2.947818 -3.108385
N -1.983505 2.353413 -2.311989
H -4.609724 -1.821877 2.806998
H -1.899712 -0.498762 5.355425
H -1.061359 1.478608 6.649996
H -0.395909 3.526834 5.391346
H -0.574121 3.520772 2.914275
H -6.267992 0.203400 -1.490631
H -4.785290 3.788225 -3.469672
H -3.111184 4.941219 -4.939561
H -0.700440 4.332145 -4.695649
H -0.059991 2.662891 -2.966106
N 3.002767 3.401329 -1.210127
C 3.903207 2.509957 -1.845932
C 4.935101 3.012380 -2.617392
C 5.817973 2.145610 -3.249492
C 5.659949 0.777368 -3.119852
C 4.611400 0.274743 -2.356804
C 3.743145 1.140622 -1.717568
S 2.441997 0.487637 -0.704311
N 1.449133 1.829876 -0.403149
C 1.833533 3.036152 -0.617434
C 0.939143 4.175329 -0.207963
C 1.433299 5.460277 -0.022340
C 0.552361 6.483636 0.296662
C -0.793910 6.196949 0.425491
C -1.192676 4.879487 0.266541
N -0.353296 3.891964 -0.033541
H 3.171168 4.377743 -1.370117
H 5.057169 4.085512 -2.721127
H 6.626236 2.547507 -3.845435
H 6.347394 0.098442 -3.605608
H 4.474006 -0.795549 -2.249755
H 2.490903 5.676407 -0.086181
H 0.919875 7.490558 0.444409
H -1.516074 6.967349 0.657719
H -2.235684 4.599030 0.392757
C -2.987200 -1.768400 -2.519642
As -1.362453 -1.383009 -1.513825
C -1.240407 -3.035638 -0.495911
C 0.036789 -1.659476 -2.889594
C -0.111397 -2.948617 -3.641127
C 0.499607 -4.111981 -3.179602
C 0.354467 -5.309825 -3.865221
C -0.406278 -5.361099 -5.024235
C -1.011096 -4.206215 -5.500164
C -0.862210 -3.009700 -4.813622
H -2.858869 -2.678698 -3.101613
H -3.233459 -0.939584 -3.184280
H -3.809358 -1.917033 -1.817921
H -1.595918 -3.864712 -1.104664
H -1.842759 -2.953068 0.410176
H -0.207944 -3.214026 -0.202580
H 0.975831 -1.616077 -2.340205
H -0.014335 -0.796750 -3.554006
H 1.103495 -4.075711 -2.278821
H 0.844789 -6.203582 -3.500278
H -0.520614 -6.294465 -5.559337
H -1.593119 -4.235319 -6.412555
H -1.322108 -2.105602 -5.199109
F 1.966536 -3.257558 1.937606
C 2.801324 -3.074148 2.958372
C 3.559712 -4.095182 3.369765
F 3.452731 -5.254973 2.752820
C 4.513823 -3.960115 4.461205
C 4.582381 -2.631839 5.054511
C 3.798381 -1.623125 4.650596
F 3.906102 -0.442499 5.241087
C 2.835362 -1.770240 3.582120
C 2.012763 -0.757301 3.188106
C 1.059447 -0.860280 2.124878
N 0.278543 -0.736550 1.292840
C 1.942130 0.539601 3.807850
N 1.757819 1.596461 4.221187
F 5.436393 -2.419708 6.033223
C 5.282287 -4.991138 4.888945
C 5.185284 -6.323350 4.357748
N 5.131830 -7.411957 3.995675
C 6.273812 -4.869314 5.921093
N 7.104234 -4.833775 6.713728

Force components x, y, z for each atom (eV/Å):
0.567 0.133 -0.142
-0.082 -0.035 0.002
-0.102 0.022 -0.124
0.005 0.048 0.031
-0.104 -0.128 0.085
0.147 0.218 -0.047
0.106 0.213 0.123
-0.081 -0.101 -0.025
-0.105 -0.022 -0.133
0.059 -0.066 0.055
-0.086 0.094 0.001
-0.217 0.015 0.101
-0.056 -0.113 -0.094
-0.264 -0.064 0.188
-0.032 -0.107 -0.086
-0.046 0.010 0.006
0.040 -0.054 0.122
-0.091 -0.046 0.014
-0.005 0.292 0.283
0.143 0.009 -0.254
-0.043 -0.014 0.029
0.080 -0.093 0.031
-0.073 0.003 -0.015
0.019 0.022 -0.013
-0.022 0.032 -0.058
0.037 -0.098 0.093
-0.302 -0.143 -0.035
0.038 0.008 -0.028
-0.012 0.019 -0.018
0.015 0.001 -0.011
0.012 -0.028 -0.027
-0.009 -0.016 0.012
0.022 -0.018 -0.007
0.023 0.016 0.010
0.004 -0.033 -0.008
-0.006 -0.011 0.021
-0.020 0.027 0.018
0.153 -0.059 0.153
-0.023 0.080 -0.041
0.016 0.068 -0.021
0.019 0.032 -0.016
-0.017 -0.053 0.037
0.011 -0.017 -0.037
-0.140 -0.075 0.036
0.126 -0.067 0.057
-0.241 0.267 0.001
0.059 -0.038 -0.072
-0.006 -0.007 0.016
0.048 0.022 0.018
0.032 0.018 0.005
-0.016 0.022 0.020
-0.014 -0.095 0.038
0.017 0.041 -0.076
-0.040 0.028 -0.062
-0.002 -0.034 -0.003
-0.013 -0.004 0.023
-0.021 0.009 0.000
0.017 0.026 -0.033
-0.011 0.009 -0.005
-0.001 -0.015 -0.003
0.005 -0.025 0.006
0.042 0.032 -0.019
-0.044 0.108 0.066
0.040 -0.194 -0.324
-0.025 0.061 0.124
-0.217 -0.101 0.101
0.052 0.028 -0.028
-0.007 -0.018 0.034
0.021 -0.001 0.032
-0.019 0.001 -0.006
-0.012 0.028 0.001
0.004 0.026 0.000
0.030 -0.019 -0.015
0.003 -0.019 0.004
-0.002 -0.001 -0.015
0.028 -0.019 -0.018
0.002 -0.005 -0.035
0.016 0.021 0.007
0.055 0.053 -0.031
0.040 0.033 -0.008
0.006 -0.019 -0.028
-0.018 0.024 0.005
0.013 0.014 0.002
0.014 0.003 0.017
-0.003 -0.022 -0.012
-0.036 0.050 0.017
-0.061 0.104 -0.032
0.094 -0.082 0.054
0.027 0.033 0.040
-0.017 0.039 -0.017
0.034 -0.068 -0.010
-0.040 0.002 -0.045
-0.055 0.045 -0.019
-0.023 0.022 -0.049
-0.107 0.083 0.130
0.230 0.201 0.072
-0.098 -0.129 -0.015
-0.015 -0.116 -0.109
0.425 -0.131 -0.059
-0.017 -0.029 -0.022
0.136 -0.214 0.081
-0.002 0.015 0.038
0.034 0.066 0.008
0.019 -0.010 -0.037
-0.068 -0.022 -0.022

=====

[2]
The following is a DFT calculation (the ωB97M-V functional and the def2-TZVPD basis) of a single C5H7NO2 molecule.

- SMILES = C/C(=C\N)C(=O)C=O
- energy relative to the best compared isomer or geometry (same formula, charge and spin) (kcal/mol) = 19.0
- HOMO-LUMO gap (eV) = 8.6188
- E_HOMO (eV) = -8.63
- charge = 0

Geometry (Å):
C 1.464203 -0.818236 0.496180
C 0.141190 -0.235884 0.070309
C -0.018198 1.107937 -0.071724
N 0.963650 2.003438 0.142365
C -0.932382 -1.171832 -0.161356
O -0.816545 -2.385110 -0.021247
C -2.294880 -0.677430 -0.606388
O -2.550508 0.330924 -1.209749
H 2.242653 -0.600852 -0.235735
H 1.772444 -0.426894 1.465529
H 1.358372 -1.896872 0.574847
H -0.968228 1.529704 -0.361211
H 1.897590 1.682754 0.331497
H 0.820405 2.977370 -0.050367
H -3.079768 -1.419018 -0.362949

Force components x, y, z for each atom (eV/Å):
-0.275 0.081 -0.111
0.362 0.003 0.114
-0.217 -0.247 0.010
0.158 -0.025 0.034
0.571 0.034 0.088
-0.371 0.427 -0.114
-0.686 -0.345 -0.126
0.092 -0.017 0.025
0.154 -0.001 -0.028
0.107 0.029 0.097
0.098 0.000 0.025
-0.003 -0.006 -0.032
0.001 0.123 0.004
0.040 -0.062 0.019
-0.033 0.009 -0.005